Here is a molecular structure, C26H23BrIrN6O4S2 from OMol25. Energies are from wB97M-V/def2-TZVPD.

Last column: natural (NBO) charge in e.
Atoms and positions in Å:
Ir  0.723  0.569  -0.494  1.19
O  -0.160  -3.066  -4.646  -0.68
C  -0.648  -3.545  -3.471  0.41
C  -1.040  -4.869  -3.302  -0.30
C  -1.529  -5.302  -2.083  -0.16
C  -1.645  -4.420  -1.013  -0.25
C  -1.255  -3.105  -1.183  -0.17
C  -0.758  -2.659  -2.405  -0.18
C  -0.247  -1.245  -2.532  0.21
O  0.767  -0.995  -1.583  -0.66
N  -1.323  -0.315  -2.303  -0.46
N  -1.009  0.887  -1.740  -0.29
C  -2.010  1.590  -1.310  0.07
C  -2.045  3.017  -1.158  -0.19
Br  -0.573  4.006  -1.817  0.10
C  -3.118  3.601  -0.590  -0.07
C  -3.566  4.977  -0.543  -0.15
C  -3.221  5.952  -1.488  -0.16
C  -3.698  7.244  -1.367  -0.20
C  -4.535  7.585  -0.312  -0.16
C  -4.917  6.622  0.609  -0.22
C  -4.451  5.328  0.484  -0.11
H  -0.141  -3.753  -5.320  0.50
H  -0.947  -5.560  -4.134  0.22
H  -1.817  -6.338  -1.962  0.23
H  -2.033  -4.761  -0.062  0.22
H  -1.323  -2.404  -0.356  0.21
H  0.153  -1.099  -3.534  0.22
H  -2.282  -0.623  -2.314  0.40
H  -2.946  1.058  -1.142  0.20
H  -3.761  2.897  -0.061  0.22
H  -2.636  5.682  -2.354  0.22
H  -3.431  7.986  -2.109  0.23
H  -4.913  8.596  -0.229  0.23
H  -5.583  6.885  1.420  0.23
H  -4.748  4.575  1.206  0.20
N  5.114  -5.404  2.806  -0.57
C  4.771  -4.181  2.451  0.25
C  4.377  -3.908  1.102  -0.17
C  4.028  -2.646  0.743  -0.16
C  4.056  -1.620  1.716  -0.21
C  4.435  -1.862  3.050  -0.18
C  4.790  -3.126  3.421  -0.16
S  3.583  0.008  1.251  2.33
O  4.111  0.307  -0.036  -0.89
O  3.800  0.868  2.371  -0.91
N  1.967  -0.190  1.017  -0.90
C  1.029  -0.172  1.995  0.22
S  1.143  -0.351  3.703  0.48
C  -0.541  -0.009  3.832  -0.42
C  -1.077  0.237  2.626  -0.03
N  -0.190  0.110  1.574  -0.49
H  5.152  -6.156  2.128  0.43
H  5.430  -5.604  3.747  0.43
H  4.368  -4.711  0.373  0.25
H  3.746  -2.413  -0.277  0.28
H  4.468  -1.040  3.754  0.28
H  5.098  -3.338  4.438  0.25
H  -1.049  -0.012  4.784  0.28
H  -2.113  0.475  2.440  0.24
N  2.080  3.289  0.074  -0.57
C  1.417  2.367  -0.099  0.35
H  2.674  4.083  0.215  0.48

Atomic forces in eV per Å
-1.60 -0.50 0.50
0.02 0.03 0.10
-0.06 -0.03 -0.05
0.03 -0.13 -0.11
0.03 -0.01 -0.02
-0.02 0.01 0.06
-0.01 0.00 -0.06
0.28 0.14 0.17
-0.63 -0.10 -0.09
0.76 0.18 0.22
0.22 -0.19 0.10
0.18 -0.08 0.34
0.08 0.04 0.08
0.39 0.22 0.43
-0.21 -0.09 -0.27
-0.16 -0.20 -0.02
-0.06 0.30 0.13
0.01 -0.14 -0.08
-0.03 -0.03 -0.06
0.00 0.05 -0.07
-0.06 0.06 0.09
0.12 -0.10 0.14
-0.03 -0.06 0.01
-0.04 0.01 0.05
-0.03 0.03 -0.03
0.00 0.00 -0.03
0.01 -0.03 -0.03
0.39 0.08 0.03
-0.11 0.03 0.14
-0.21 0.14 -0.39
-0.17 0.05 -0.22
0.08 0.07 0.07
-0.02 -0.03 0.01
0.03 -0.02 0.03
-0.01 -0.04 -0.01
-0.04 0.02 -0.03
0.18 -0.11 0.03
-0.10 0.15 -0.01
0.02 -0.14 -0.12
0.02 0.19 0.01
0.17 -0.38 0.19
0.02 0.05 -0.19
0.04 -0.06 0.10
-1.07 0.88 -0.35
0.20 -0.24 0.00
0.20 -0.23 0.19
0.45 -0.27 -0.70
-0.01 0.03 0.84
0.21 -0.04 -0.16
-0.10 -0.01 0.02
-0.42 0.14 -0.33
1.05 0.92 -1.00
-0.03 0.03 0.11
-0.05 -0.06 -0.09
0.02 0.00 0.06
-0.03 0.02 0.06
-0.03 -0.02 -0.03
-0.01 -0.03 -0.06
0.07 -0.03 -0.03
0.06 0.01 -0.05
0.17 0.23 0.20
-0.12 -0.78 0.20
-0.06 0.04 -0.02

Calculated values
HOMO (spin up / spin down) in eV: -12.4 / -12.4
LUMO (spin up / spin down) in eV: -6.9 / -9.1
Spin multiplicity: 2
Kohn-Sham gap (spin up / spin down) in eV: 5.424 / 3.260
Energy above the lowest of the compared OMol25 structures with the same formula, charge and spin in eV: 2.425
Total charge: +2
Largest force on an atom in eV/A: 1.7